Density functional theory data (wB97M-V/def2-TZVPD) for one molecule with the formula C18H18N2O4 at a distorted geometry.

```
! RIJCOSX wB97M-V def2-TZVPD def2/J DEFGRID3
* xyz 0 1
C -3.440 -5.312 -0.093
H -2.438 -5.533 -0.475
O -3.955 -4.126 -0.647
C -3.301 -2.958 -0.397
C -2.135 -2.845 0.347
C -1.542 -1.599 0.528
C -2.127 -0.454 0.001
C -3.295 -0.573 -0.734
C -3.874 -1.808 -0.944
H -4.781 -1.912 -1.519
H -3.761 0.310 -1.146
H -1.693 0.516 0.181
C -0.312 -1.539 1.356
O -0.144 -2.187 2.370
N 0.666 -0.683 0.928
N 0.642 -0.090 -0.273
C 1.525 0.753 -0.635
C 2.638 1.254 0.198
C 2.381 1.787 1.460
C 3.419 2.269 2.238
C 4.721 2.215 1.770
C 4.984 1.690 0.515
C 3.949 1.216 -0.271
H 4.155 0.799 -1.246
H 5.998 1.650 0.147
H 5.531 2.587 2.380
H 3.209 2.687 3.211
H 1.361 1.857 1.809
C 1.385 1.309 -2.030
C -0.034 1.862 -2.250
C -0.292 2.949 -1.239
O -0.639 2.780 -0.101
O -0.053 4.166 -1.742
H -0.196 4.850 -1.069
H -0.749 1.055 -2.096
H -0.123 2.275 -3.254
H 1.559 0.517 -2.761
H 2.120 2.099 -2.187
H 1.471 -0.569 1.548
H -1.660 -3.702 0.799
H -4.124 -6.102 -0.400
H -3.409 -5.264 1.000
*
```

Output
Highest occupied orbital energy = -8.39 eV
Frontier orbital gap = 8.94 eV
Structure (SMILES) = COc1cccc(C(=O)N/N=C(/CCC(=O)O)c2ccccc2)c1
Energy relative to the best compared isomer or geometry (same formula, charge and spin) = 177.4 kJ/mol
LUMO = 0.55 eV
Maximum force = 1.13 eV/Å



Density functional theory data (wB97M-V/def2-TZVPD) for C18H18N2O6V as an isolated structure.

```
! RIJCOSX wB97M-V def2-TZVPD def2/J DEFGRID3
* xyz 0 2
V 0.269 -0.187 0.034
O -0.028 -2.778 -2.910
C 0.026 -1.847 -2.166
O 0.214 -1.857 -0.871
C -0.100 -0.370 -2.668
O -0.110 0.003 -3.792
O -0.148 0.479 -1.603
C 2.317 5.197 1.255
C 1.628 4.437 0.122
C 0.167 4.143 0.387
C -0.715 5.215 0.284
C -2.080 5.045 0.397
C -2.590 3.771 0.584
C -1.753 2.670 0.700
C -2.405 1.330 0.933
C -2.584 1.017 2.415
C -0.365 2.870 0.654
N 0.489 1.744 0.776
C 1.629 1.811 1.401
C 2.559 0.763 1.197
C 3.824 0.472 1.680
C 4.220 -0.723 1.054
C 3.185 -1.115 0.222
N 2.182 -0.211 0.285
H 3.355 5.416 1.002
H 2.308 4.639 2.194
H 1.810 6.144 1.448
H 2.180 3.529 -0.121
H 1.674 5.049 -0.781
H -0.311 6.199 0.074
H -2.747 5.891 0.304
H -3.661 3.618 0.633
H -1.891 0.490 0.442
H -3.377 1.345 0.436
H -1.618 0.971 2.920
H -3.092 0.063 2.550
H -3.174 1.799 2.895
H 1.868 2.646 2.052
H 4.385 1.054 2.393
H 5.156 -1.241 1.183
H 3.100 -1.985 -0.410
O -2.100 -2.132 1.372
C -1.033 -1.973 1.889
O -0.221 -0.948 1.634
H -0.592 -2.643 2.641
*
```

Output
Highest occupied orbital energy (alpha / beta) = -8.77 / -8.80 eV
Frontier orbital gap (alpha / beta) = 6.80 / 7.32 eV
LUMO (alpha / beta) = -1.97 / -1.48 eV
Maximum force = 0.82 eV/Å



Density functional theory data (wB97M-V/def2-TZVPD) for one molecule with the formula C18H18N4O3S2 at a distorted geometry.

```
! RIJCOSX wB97M-V def2-TZVPD def2/J DEFGRID3
* xyz 0 1
C 1.486 -4.007 -6.573
C 1.422 -3.824 -5.103
C 1.111 -4.676 -4.085
C 1.249 -3.873 -2.918
N 1.607 -2.653 -3.237
O 1.717 -2.618 -4.595
N 1.016 -4.237 -1.620
H 0.846 -5.216 -1.455
S 1.855 -3.450 -0.367
O 1.448 -4.157 0.810
O 3.249 -3.389 -0.680
C 1.126 -1.833 -0.403
C 1.811 -0.778 -0.975
C 1.222 0.468 -1.004
C -0.052 0.666 -0.456
C -0.739 -0.424 0.089
C -0.143 -1.671 0.116
H -0.649 -2.524 0.536
H -1.750 -0.306 0.444
N -0.600 1.938 -0.522
C -1.538 2.549 0.267
N -1.855 1.973 1.441
H -1.219 1.274 1.801
C -2.713 2.605 2.426
C -1.894 3.287 3.491
C -1.518 2.600 4.637
C -0.728 3.212 5.594
C -0.301 4.516 5.408
C -0.667 5.205 4.264
C -1.459 4.594 3.308
H -1.744 5.129 2.415
H -0.335 6.222 4.116
H 0.315 4.994 6.155
H -0.445 2.671 6.485
H -1.852 1.582 4.786
H -3.349 1.831 2.866
H -3.335 3.328 1.895
S -2.201 3.958 -0.281
H -0.268 2.529 -1.274
H 1.739 1.304 -1.451
H 2.788 -0.958 -1.388
H 0.831 -5.706 -4.138
H 2.501 -3.830 -6.926
H 0.831 -3.291 -7.067
H 1.184 -5.016 -6.834
*
```

Output
Highest occupied orbital energy = -8.36 eV
Frontier orbital gap = 8.61 eV
Structure (SMILES) = Cc1cc(NS(=O)(=O)c2ccc(NC(=S)NCc3ccccc3)cc2)no1
Energy relative to the best compared isomer or geometry (same formula, charge and spin) = 188.7 kJ/mol
LUMO = 0.25 eV
Maximum force = 1.60 eV/Å



Density functional theory data (wB97M-V/def2-TZVPD) for one molecule with the formula C18H18N4O4S at a distorted geometry.

```
! RIJCOSX wB97M-V def2-TZVPD def2/J DEFGRID3
* xyz 0 1
O 1.584 -0.622 0.228
C 1.746 0.004 1.249
N 2.096 -0.602 2.422
C 2.275 -1.958 2.533
N 2.617 -2.532 3.637
N 2.739 -3.848 3.519
C 2.496 -4.301 2.339
C 2.570 -5.709 1.983
C 1.606 -6.278 0.970
C 3.041 -6.111 0.607
H 3.304 -5.320 -0.079
H 3.664 -6.987 0.530
H 0.887 -5.601 0.534
H 1.226 -7.272 1.148
H 2.854 -6.331 2.821
S 2.062 -3.039 1.182
H 2.245 -0.072 3.270
C 1.608 1.517 1.370
C 0.442 1.899 2.283
C -0.731 2.125 1.330
O -1.885 2.209 1.675
N -0.230 2.239 0.072
C -0.970 2.466 -1.100
C -2.336 2.218 -1.139
C -3.061 2.441 -2.301
C -2.414 2.889 -3.456
C -1.053 3.150 -3.406
C -0.335 2.950 -2.244
H 0.718 3.173 -2.244
H -0.569 3.510 -4.300
O -3.079 3.078 -4.643
C -4.352 2.471 -4.666
C -5.099 2.765 -3.366
H -5.186 3.853 -3.237
O -4.410 2.205 -2.271
H -6.093 2.316 -3.369
H -4.247 1.384 -4.784
H -4.877 2.885 -5.528
H -2.864 1.867 -0.270
C 1.216 2.132 0.022
H 1.515 1.481 -0.804
H 1.674 3.120 -0.103
H 0.635 2.834 2.812
H 0.177 1.141 3.019
H 2.562 1.911 1.730
*
```

Output
Highest occupied orbital energy = -8.03 eV
Frontier orbital gap = 8.50 eV
Structure (SMILES) = O=C(Nc1nnc(C2CC2)s1)[C@@H]1CC(=O)N(c2ccc3c(c2)OCCO3)C1
Energy relative to the best compared isomer or geometry (same formula, charge and spin) = 129.8 kJ/mol
LUMO = 0.47 eV
Maximum force = 1.78 eV/Å



Density functional theory data (wB97M-V/def2-TZVPD) for C18H18O16Pd3 as an isolated structure at a distorted geometry.

```
! RIJCOSX wB97M-V def2-TZVPD def2/J DEFGRID3
* xyz 4 7
Pd 3.279 -3.423 -3.663
Pd -1.061 -2.363 -4.280
Pd 1.360 2.903 2.220
C 2.798 -0.227 -0.598
C 2.086 -0.984 -1.708
C 0.628 -0.494 -2.076
O -0.065 -1.016 -2.978
C 0.053 0.556 -1.248
C 0.701 1.238 -0.229
C 2.176 0.761 0.119
O 2.754 1.296 1.132
O 0.083 2.106 0.492
O 2.468 -1.915 -2.467
H 3.761 -0.655 -0.362
H -0.978 0.862 -1.361
C -3.484 2.534 -0.369
C -4.917 3.074 -0.591
O -4.903 3.441 -1.951
C -3.713 3.148 -2.531
O -3.384 3.315 -3.740
O -2.936 2.553 -1.642
H -3.692 1.494 -0.113
H -3.069 2.978 0.536
H -4.964 4.133 -0.334
H -5.716 2.398 -0.291
C 0.570 -2.330 3.294
C 1.838 -1.829 4.023
O 1.514 -0.517 4.398
C 0.429 -0.141 3.551
O 0.230 1.026 3.195
O -0.224 -1.117 3.251
H 0.231 -3.134 3.948
H 0.657 -2.824 2.327
H 2.532 -1.759 3.183
H 2.213 -2.411 4.863
C 5.699 -0.423 1.962
C 6.224 0.912 1.399
O 6.749 0.494 0.164
C 7.121 -0.728 0.202
O 7.775 -1.251 -0.710
O 6.399 -1.339 1.184
H 4.609 -0.461 1.977
H 5.855 -0.447 3.041
H 7.028 1.253 2.051
H 5.410 1.621 1.254
C -5.564 -0.535 -1.407
C -6.018 -1.609 -2.314
O -4.897 -1.808 -3.144
C -3.853 -1.533 -2.423
O -2.722 -1.828 -2.855
O -4.142 -0.768 -1.322
H -5.907 -0.734 -0.393
H -5.790 0.427 -1.867
H -6.851 -1.416 -2.990
H -6.379 -2.503 -1.806
*
```

Output
Highest occupied orbital energy (alpha / beta) = -18.21 / -18.21 eV
Frontier orbital gap (alpha / beta) = 5.02 / 1.89 eV
LUMO (alpha / beta) = -13.20 / -16.32 eV
Maximum force = 7.12 eV/Å



Density functional theory data (wB97M-V/def2-TZVPD) for C18H19As2NO5S3V as an isolated structure at a distorted geometry.

```
! RIJCOSX wB97M-V def2-TZVPD def2/J DEFGRID3
* xyz -1 3
V 0.226 -0.303 1.293
O -5.236 0.846 3.642
C -4.041 0.664 3.027
C -3.928 -0.004 1.810
C -2.670 -0.161 1.274
N -1.583 0.297 1.886
C -1.693 0.992 3.018
C -2.906 1.194 3.635
C -0.359 1.580 3.443
O -0.290 2.308 4.418
O 0.577 1.224 2.638
C -2.361 -0.805 -0.062
O -3.266 -1.189 -0.782
O -1.095 -0.818 -0.300
H -5.924 0.413 3.127
H -4.781 -0.394 1.269
H -2.956 1.758 4.555
C 3.508 -1.596 -0.479
As 1.560 -1.547 -0.416
C 1.169 -3.406 -0.775
C 1.261 -0.677 -2.151
C 1.372 -1.336 -3.370
C 1.150 -0.661 -4.562
C 0.823 0.687 -4.545
C 0.716 1.354 -3.332
C 0.928 0.678 -2.137
As 0.753 1.544 -0.394
C 2.124 2.914 -0.574
C -0.834 2.643 -0.658
H 3.844 -1.925 -1.463
H 3.853 -2.276 0.297
H 3.899 -0.602 -0.263
H 1.813 -3.798 -1.561
H 0.118 -3.491 -1.048
H 1.339 -3.951 0.155
H 1.622 -2.391 -3.392
H 1.227 -1.188 -5.505
H 0.643 1.216 -5.473
H 0.451 2.406 -3.326
H 1.959 3.467 -1.498
H 3.105 2.444 -0.597
H 2.073 3.587 0.281
H -0.694 3.373 -1.455
H -1.047 3.161 0.277
H -1.667 1.986 -0.903
S 1.983 -4.042 3.347
C 1.339 -2.618 2.789
S 2.205 -1.142 2.568
S -0.307 -2.413 2.275
*
```

Output
Highest occupied orbital energy (alpha / beta) = -4.37 / -4.36 eV
Frontier orbital gap (alpha / beta) = 6.72 / 6.70 eV
Energy relative to the best compared isomer or geometry (same formula, charge and spin) = 13.3 kJ/mol
LUMO (alpha / beta) = 2.35 / 2.35 eV
Maximum force = 1.49 eV/Å



Density functional theory data (wB97M-V/def2-TZVPD) for C18H19B2F17I2NO5P2S as an isolated structure.

```
! RIJCOSX wB97M-V def2-TZVPD def2/J DEFGRID3
* xyz -1 1
C 1.781 -3.659 5.720
O 0.790 -2.716 5.354
B 0.215 -2.792 4.081
O -0.821 -3.715 3.912
B 0.726 -1.705 2.830
C 2.368 -1.593 2.916
I 3.154 0.111 3.859
C 3.145 -2.574 2.476
C 2.578 -3.767 1.741
I 5.245 -2.619 2.629
O 0.167 -2.015 1.478
C -0.228 -0.813 0.880
C -1.153 -1.119 -0.305
C -2.039 0.048 -0.755
C -2.823 -0.229 -2.030
F -2.613 -1.469 -2.528
F -4.164 -0.150 -1.769
C -2.620 0.793 -3.182
F -3.519 0.541 -4.154
F -2.856 2.019 -2.679
C -1.224 0.808 -3.858
F -0.312 1.235 -2.958
F -0.893 -0.433 -4.224
C -1.152 1.719 -5.129
F -1.467 0.953 -6.187
F -2.030 2.732 -5.078
C 0.259 2.314 -5.434
F 0.204 2.760 -6.697
F 1.145 1.308 -5.387
C 0.732 3.524 -4.524
F 0.765 4.625 -5.292
F -0.153 3.744 -3.540
C 2.154 3.345 -3.921
F 2.223 2.224 -3.199
F 3.018 3.268 -4.952
C 2.625 4.511 -3.002
F 3.872 4.249 -2.606
F 1.841 4.623 -1.934
F 2.628 5.673 -3.663
P 1.376 -0.129 0.127
O 2.274 -1.213 -0.354
C -0.816 -0.069 2.122
C -2.174 -0.732 2.529
C -2.520 -0.463 3.968
N -3.452 0.289 4.389
P -1.074 1.759 2.037
S 0.270 2.953 1.278
O 0.112 -0.315 3.124
H 2.766 -3.330 5.370
H 1.579 -4.660 5.314
H 1.802 -3.730 6.810
H -0.659 -4.574 4.324
H 2.330 -3.471 0.718
H 1.670 -4.124 2.240
H 3.289 -4.594 1.707
H -0.532 -1.430 -1.153
H -1.772 -1.981 -0.041
H -2.804 0.239 -0.001
H -1.458 0.969 -0.860
H 0.900 0.638 -0.953
H 1.967 0.766 1.021
H -3.024 -0.418 1.914
H -2.002 -1.808 2.406
H -1.923 -0.975 4.723
H -3.956 0.707 3.600
H -2.318 1.872 1.395
H -1.416 2.064 3.359
*
```

Output
Highest occupied orbital energy = -5.18 eV
Frontier orbital gap = 7.56 eV
LUMO = 2.38 eV
Maximum force = 0.85 eV/Å



Density functional theory data (wB97M-V/def2-TZVPD) for C18H19BBeN6 as an isolated structure at a distorted geometry.

```
! RIJCOSX wB97M-V def2-TZVPD def2/J DEFGRID3
* xyz 0 1
H 0.089 2.793 0.862
N 0.232 1.474 -0.792
B 0.605 0.443 -3.066
N 0.644 1.682 -2.087
C 0.981 2.969 -2.289
Be -0.632 -1.522 -0.971
H 1.306 3.297 -3.274
C 0.811 3.647 -1.084
H 1.005 4.687 -0.887
C 0.342 2.661 -0.180
H 0.894 0.756 -4.174
C -1.792 -2.377 0.180
H -2.837 -2.152 0.464
H -1.449 -3.169 0.876
H -1.974 -2.973 -0.805
N -0.878 -0.063 -3.039
N 1.648 -0.503 -2.399
N -1.437 -0.780 -1.977
N 1.175 -1.270 -1.330
C -1.888 0.319 -3.812
C 2.946 -0.705 -2.512
H -1.701 0.770 -4.803
H 3.410 -0.253 -3.337
C -3.096 0.011 -3.246
C 3.411 -1.416 -1.399
C -2.785 -0.627 -2.034
C 2.314 -1.781 -0.678
H -4.094 0.096 -3.609
H 4.416 -1.638 -1.221
H -3.429 -0.940 -1.217
H 2.199 -2.196 0.330
H 0.489 -1.703 -2.007
C -0.671 -1.193 0.774
C -0.346 -0.525 1.800
C -0.136 -0.090 3.199
C -1.139 0.619 3.909
C -1.023 0.831 5.276
C 0.095 0.372 5.983
C 1.120 -0.272 5.280
C 1.022 -0.490 3.913
H -2.009 0.969 3.348
H -1.816 1.344 5.805
H 0.166 0.509 7.067
H 1.997 -0.619 5.812
H 1.814 -0.989 3.352
*
```

Output
Highest occupied orbital energy (alpha / beta) = -5.53 / -5.28 eV
Frontier orbital gap (alpha / beta) = 5.42 / 5.24 eV
Energy relative to the best compared isomer or geometry (same formula, charge and spin) = 908.0 kJ/mol
LUMO (alpha / beta) = -0.11 / -0.04 eV
Maximum force = 5.17 eV/Å